Entry 1:
Molecular formula: C7H9O2
Method: DFT, the ωB97M-V functional and the def2-TZVPD basis

HOMO level ... -14.2 eV
Spin multiplicity ... 1
Total charge ... +1
ΔE to the lowest compared entry with this formula, charge and spin ... 0.0 kcal/mol

Geometry (Å):
C 1.3359 -1.9001 -0.3820
C 0.5718 -1.1373 -1.2408
C 1.4511 -1.6569 1.0547
C 0.7410 -0.6403 1.5929
C -0.1552 -0.0023 -0.7191
C -0.1892 0.2025 0.7760
C -1.5586 1.7764 -1.2705
O -0.2504 1.5257 1.1812
O -0.8633 0.6264 -1.5586
H 2.1036 -2.5845 -0.6471
H 0.7646 -1.3105 -2.2594
H 2.1881 -2.0898 1.6394
H 0.5791 -0.4114 2.5951
H -1.3220 -0.2288 0.7838
H -1.1902 2.6657 -0.7918
H -1.9523 1.9978 -2.2651
H -2.3620 1.3870 -0.5015
H 0.1080 1.7802 2.0129

Atomic forces in eV per Å
0.22 1.73 1.50
0.86 -0.33 2.37
-2.02 2.38 -0.93
-1.22 -0.75 -2.31
1.39 -1.85 0.08
-1.53 -0.49 -0.28
-4.60 0.33 1.06
-0.83 0.37 -1.89
2.51 -0.65 -0.46
-0.01 -0.80 -1.26
-0.58 0.16 -1.33
1.06 -1.42 0.87
0.72 0.20 1.87
1.73 0.12 0.61
1.43 -0.17 -0.01
-0.56 0.42 0.59
0.77 1.11 -1.64
0.66 -0.38 1.16

Results of the Mulliken charge analysis, in e, for atoms 1 through 8: -0.171 -0.776 -0.586 -0.619 0.617 0.770 -0.661 -0.478

Entry 2:
Molecular formula: C25H37N3O4
Method: DFT, the ωB97M-V functional and the def2-TZVPD basis

HOMO level ... -8.0 eV
Spin multiplicity ... 1
ΔE to the lowest compared entry with this formula, charge and spin ... 543.7 kcal/mol

Geometry (Å):
C -3.8750 1.9320 -2.2083
C -2.7919 2.5091 -1.3169
H -2.0685 2.9767 -2.0029
H -3.1209 3.1594 -0.5890
C -1.8745 1.4161 -0.5511
N -0.7693 1.6550 0.2825
C 0.0579 0.6109 0.7624
O -0.1300 -0.4478 0.2034
C 1.3591 1.0685 1.2314
N 2.0432 -0.0816 1.5410
C 3.3197 -0.2755 1.5604
O 4.0837 0.8356 1.7479
C 4.1602 -1.3047 1.7238
C 3.4968 -2.5578 0.8319
C 4.3108 -3.6603 0.7939
C 5.3476 -4.0144 1.7833
C 5.8399 -2.8010 2.6157
C 5.1759 -1.7010 2.5520
H 5.4269 -0.7846 2.9335
H 6.6273 -3.1283 3.1287
H 5.9340 -4.8547 1.6128
H 3.8353 -4.7389 0.2828
H 2.6424 -2.4590 0.1757
H 1.4764 -1.1351 1.3362
H 1.9367 1.8165 0.4551
H 0.9658 1.5791 2.2556
C -0.5673 3.1419 0.7500
H -1.1435 3.6774 -0.2712
H 0.4338 3.1562 0.8178
C -1.3780 3.3471 2.0466
C -0.8360 4.6145 2.4882
H 0.0240 4.4912 3.3173
C -2.1157 5.3136 3.1040
H -1.8885 6.4651 3.2344
C -3.0352 4.8593 2.1422
H -4.2636 4.7646 2.3353
O -2.6765 3.6123 1.6866
H -3.1711 5.3133 1.3486
H -2.3443 4.9035 4.0874
H -0.3533 5.0593 1.8126
H -1.2982 2.4925 2.8030
C -3.0503 0.3300 0.5283
H -3.8163 0.1746 -0.0367
H -2.4294 -0.2248 1.0458
H -3.1998 1.2654 1.0561
C -1.5229 0.4469 -1.6359
O -0.5801 0.7946 -2.2774
N -2.1205 -0.7295 -1.7292
H -2.6871 -1.1941 -1.2655
C -1.5049 -2.0323 -2.7677
C -2.6837 -2.5208 -3.6237
C -2.1013 -3.5606 -4.5759
C -1.4097 -4.4842 -3.8546
C -0.2375 -3.9410 -2.8029
C -0.8677 -2.8836 -1.8479
H -0.1505 -2.5719 -1.3338
H -1.3460 -3.3789 -1.2669
H 0.5513 -3.5810 -3.5762
H 0.2881 -4.7775 -2.4216
H -1.1194 -5.4017 -4.2258
H -1.9331 -5.0466 -3.0737
H -1.5088 -3.0950 -5.1571
H -2.9023 -3.9952 -5.1181
H -3.1447 -1.9222 -4.0183
H -3.3461 -2.9680 -2.7604
H -0.8738 -1.3055 -3.3549
H -4.1668 2.8280 -2.6965
H -3.5781 1.1399 -2.9926
H -4.5221 1.3937 -1.6193

Atomic forces in eV per Å
2.54 -0.90 -1.34
3.89 -2.58 -0.46
-0.11 0.38 0.33
-1.18 1.62 1.26
-4.70 -3.93 0.69
0.84 2.58 1.90
-2.50 2.83 -6.22
0.13 -2.30 1.65
-0.05 3.31 2.31
-2.20 -7.73 -0.92
4.61 11.09 3.21
-2.61 -2.50 -1.30
-3.40 -11.59 -4.31
3.65 2.79 2.32
-1.08 -5.70 1.32
-1.29 7.39 -0.78
-2.18 -8.76 -4.52
-2.43 5.41 -1.21
1.66 1.89 2.32
3.16 -0.01 2.63
0.78 -1.54 0.27
1.49 3.38 0.82
0.05 0.20 -0.02
1.47 4.35 0.56
-1.49 -1.89 2.14
1.85 -0.18 -1.94
-6.08 -3.96 -3.68
2.34 -0.72 3.56
3.43 1.33 0.29
2.02 -1.49 -1.28
-1.15 -1.65 10.32
-1.94 0.07 -1.51
3.84 2.89 1.99
-0.97 -2.26 -0.47
-6.55 -3.73 4.12
2.88 0.16 0.84
-0.73 -2.64 0.04
-0.29 5.81 -7.46
0.28 0.02 0.07
3.05 4.22 -5.66
-0.03 0.91 -1.12
3.68 8.50 -0.47
-4.50 -2.08 -3.00
2.45 -3.57 1.97
-0.83 -0.24 0.89
0.04 -0.70 2.11
2.20 0.46 -2.88
6.35 0.95 -8.80
-6.66 -3.90 6.31
-2.47 8.12 -0.59
8.32 -12.20 10.56
-6.45 0.63 2.39
3.81 -4.02 7.49
-0.14 0.36 -4.82
3.24 -0.93 -10.53
6.03 3.91 4.08
-7.03 -5.76 6.87
-1.00 0.49 1.63
-0.01 -0.94 1.10
1.62 -1.43 -2.36
-1.62 0.69 0.24
4.11 3.51 -4.72
-0.76 -0.46 -0.88
-8.41 12.00 -7.47
0.61 0.13 -1.99
0.07 -1.41 0.46
-1.46 0.33 -0.64
0.22 1.57 1.11
-2.40 -0.56 1.19

Results of the Mulliken charge analysis, in e, for atoms 1 through 8: -1.377 -0.912 0.570 0.300 1.766 0.646 0.652 -0.819

The calculation returns the following total energy values, one per record and in order: -422.24525; -1439.30542 Ha.